Entry 1:
Entry from OMol25: 8 unconnected molecules or ions with the total composition C36H66F9N3O12S8 in a non-equilibrium geometry (ωB97M-V/def2-TZVPD).

Values from the calculation:
HOMO = -7.28 eV
Kohn-Sham gap = 0.2686 Eh
Charge = 0
E = -6562.187657 Eh
E_LUMO = 0.0 eV
Maximum force = 0.1066 hartree/bohr

Each line ends with the Mulliken charge.
Geometry (Å):
C1 1.04 -0.32 1.98  0.771
C2 1.16 -1.51 1.69  -1.074
C3 1.17 -3.07 1.94  -0.754
C4 -0.32 -3.66 2.11  -0.283
N1 -1.18 -2.87 1.19  0.184
C5 -2.65 -3.16 1.39  0.046
C6 -3.40 -2.37 0.23  -1.633
C7 -3.43 -0.78 0.40  1.583
C8 -2.63 -0.03 -0.79  -0.785
N2 -1.27 0.25 -0.26  0.849
C9 -0.89 1.67 -0.45  -0.540
C10 -0.82 2.52 0.88  1.393
C11 -1.54 2.24 2.15  0.032
C12 -1.46 3.12 3.38  -0.500
C13 -0.60 4.37 3.36  -0.718
C14 0.12 4.65 2.07  -0.278
C15 0.05 3.77 0.86  -0.046
O1 0.76 4.09 -0.33  -0.629
C16 -2.97 -2.69 2.87  -1.026
S1 -4.75 -2.74 3.35  1.479
O2 -5.71 -2.92 2.26  -0.602
O3 -4.92 -3.91 4.27  -0.785
C17 -5.10 -1.24 4.43  0.608
F1 -3.91 -0.57 4.79  -0.167
F2 -5.63 -1.69 5.65  -0.252
C18 -6.03 -0.14 3.74  0.478
F3 -5.95 1.00 4.58  -0.314
F4 -5.55 0.29 2.50  -0.187
C19 -7.58 -0.52 3.65  0.616
F5 -8.27 0.27 4.59  -0.282
F6 -7.88 -1.85 3.93  -0.252
C20 -8.25 -0.18 2.23  0.573
F7 -8.26 1.18 2.03  -0.228
F8 -7.74 -0.91 1.18  -0.168
F9 -9.60 -0.58 2.36  -0.265
N3 -2.27 -3.67 3.79  0.129
C21 -0.78 -3.65 3.63  0.012
C22 -0.16 -2.50 4.52  0.112
O4 0.95 -2.74 5.08  -0.784
O5 -0.74 -1.34 4.74  -0.605
H1 0.99 0.77 2.28  0.338
H2 1.85 -3.35 2.80  0.307
H3 1.64 -3.50 0.99  0.233
H4 -0.25 -4.74 1.73  0.278
H5 -0.92 -3.13 0.22  0.266
H6 -2.75 -4.30 1.31  0.277
H7 -2.80 -2.58 -0.72  0.707
H8 -4.41 -2.84 0.06  0.341
H9 -4.52 -0.48 0.25  0.234
H10 -3.11 -0.40 1.41  -1.258
H11 -3.25 0.90 -1.01  0.138
H12 -2.63 -0.70 -1.70  0.261
H13 -0.65 -0.38 -0.78  -0.251
H14 -1.54 2.20 -1.23  0.225
H15 0.16 1.67 -0.89  -0.057
H16 -2.19 1.32 2.25  -0.359
H17 -2.01 2.85 4.33  0.319
H18 -0.52 5.04 4.28  0.321
H19 0.78 5.58 2.03  0.195
H20 1.58 3.56 -0.27  0.288
H21 -2.48 -1.67 3.01  0.305
H22 -2.59 -4.62 3.54  0.535
H23 -2.47 -3.43 4.78  0.508
H24 -0.40 -4.63 4.07  0.294
C23 0.15 -1.55 -3.95  -0.827
S2 -0.15 0.21 -4.16  0.683
O6 -1.22 0.59 -3.19  -0.632
C24 -0.91 0.08 -5.79  -1.166
H25 0.60 -1.71 -2.97  0.039
H26 -0.79 -2.11 -4.02  0.453
H27 0.85 -1.90 -4.72  0.454
H28 -1.79 -0.58 -5.74  0.307
H29 -0.19 -0.32 -6.50  0.397
H30 -1.22 1.07 -6.11  0.333
C25 -3.56 6.34 -0.59  -0.978
S3 -4.24 4.81 -1.27  0.338
O7 -3.23 3.74 -1.05  -0.432
C26 -4.13 5.31 -3.00  -1.006
H31 -3.50 6.23 0.50  0.304
H32 -2.57 6.51 -0.99  0.279
H33 -4.22 7.17 -0.84  0.424
H34 -3.10 5.55 -3.25  0.296
H35 -4.77 6.18 -3.17  0.405
H36 -4.47 4.48 -3.62  0.323
C27 3.75 -4.32 -4.01  -0.973
S4 3.11 -4.24 -2.32  0.342
O8 2.09 -3.14 -2.29  -0.471
C28 4.62 -3.60 -1.57  -0.828
H37 2.96 -4.66 -4.67  0.302
H38 4.09 -3.33 -4.33  0.276
H39 4.58 -5.03 -4.04  0.458
H40 4.90 -2.65 -2.05  0.170
H41 5.42 -4.33 -1.69  0.383
H42 4.43 -3.43 -0.51  0.290
C29 4.04 -6.56 -7.85  -0.935
S5 3.73 -4.80 -8.06  0.513
O9 2.66 -4.41 -7.10  -0.556
C30 2.97 -4.94 -9.69  -0.985
H43 4.49 -6.72 -6.87  0.282
H44 3.11 -7.12 -7.91  0.309
H45 4.74 -6.91 -8.62  0.381
H46 2.10 -5.59 -9.64  0.309
H47 3.70 -5.33 -10.40  0.383
H48 2.66 -3.94 -10.01  0.314
C31 5.15 2.16 -4.47  -1.076
S6 4.08 0.83 -3.89  0.550
O10 2.78 0.95 -4.61  -0.592
C32 3.84 1.50 -2.23  -0.879
H49 5.40 1.97 -5.51  0.332
H50 4.63 3.12 -4.39  0.314
H51 6.07 2.18 -3.87  0.376
H52 3.40 2.50 -2.29  0.299
H53 4.80 1.54 -1.71  0.472
H54 3.16 0.84 -1.69  0.171
C33 3.19 8.11 2.12  -0.993
S7 3.82 6.43 2.16  0.428
O11 2.70 5.53 2.56  -0.534
C34 4.87 6.65 3.61  -1.010
H55 2.47 8.19 1.30  0.308
H56 2.69 8.34 3.06  0.305
H57 4.01 8.81 1.95  0.419
H58 4.27 6.98 4.46  0.304
H59 5.64 7.40 3.39  0.399
H60 5.35 5.70 3.84  0.316
C35 5.84 -0.14 5.12  -0.981
S8 4.68 -0.96 4.00  0.456
O12 4.26 0.04 2.98  -0.539
C36 3.34 -1.11 5.20  -0.436
H61 6.75 0.09 4.57  0.337
H62 5.40 0.79 5.49  0.277
H63 6.07 -0.80 5.95  0.344
H64 3.06 -0.12 5.57  0.351
H65 3.66 -1.75 6.03  0.403
H66 2.48 -1.57 4.71  -0.231

Entry 2:
Entry from OMol25: a molecular structure, C36H66N6O6S6 in a non-equilibrium geometry (ωB97M-V/def2-TZVPD).

Values from the calculation:
HOMO = -7.54 eV
Energy above the lowest of the compared OMol25 structures with the same formula, charge and spin = 2418.0 kJ/mol
Kohn-Sham gap = 0.2675 Eh
Charge = 0
E = -4579.242385 Eh
E_LUMO = -0.3 eV
Maximum force = 0.1939 hartree/bohr

Each line ends with the Mulliken charge.
Geometry (Å):
C1 1.10 4.32 -1.72  -0.984
S1 1.19 2.77 -2.78  -0.062
O1 1.83 1.67 -1.90  -0.086
C2 -0.63 2.61 -2.76  -0.849
H1 0.42 5.05 -2.17  0.379
H2 2.10 4.70 -1.56  0.454
H3 0.71 4.06 -0.74  0.206
H4 -1.13 3.54 -3.01  0.908
H5 -0.95 2.19 -1.81  1.267
H6 -0.88 1.99 -3.62  0.199
C3 2.96 2.35 -0.01  -0.366
S2 2.95 2.71 1.84  0.667
O2 3.09 4.18 2.10  -0.744
C4 1.20 2.29 2.12  -0.454
H7 3.97 2.17 -0.38  0.284
H8 2.65 3.20 -0.63  -0.102
H9 2.38 1.45 -0.19  0.338
H10 1.03 1.26 1.80  0.080
H11 0.62 2.92 1.45  0.334
H12 0.81 2.44 3.12  0.731
C5 1.20 -1.60 -1.86  -0.969
S3 2.09 -2.26 -0.35  0.985
O3 1.01 -3.06 0.44  -0.830
C6 3.17 -3.44 -1.26  -1.253
H13 0.60 -2.27 -2.47  1.129
H14 1.94 -1.26 -2.59  1.015
H15 0.69 -0.64 -1.73  -0.968
H16 3.95 -2.87 -1.75  0.358
H17 2.73 -4.02 -2.07  0.370
H18 3.70 -4.16 -0.64  0.451
C7 0.44 0.30 -5.82  -1.207
S4 0.61 0.59 -4.01  0.717
O4 1.71 -0.37 -3.42  -0.610
C8 -1.03 -0.11 -3.48  -2.244
H19 1.30 0.65 -6.40  0.452
H20 -0.44 0.72 -6.30  0.381
H21 0.48 -0.76 -6.08  0.374
H22 -1.20 -1.06 -3.99  1.364
H23 -1.88 0.52 -3.78  0.531
H24 -0.98 -0.30 -2.41  2.062
C9 1.60 -3.57 4.77  -0.530
S5 0.89 -4.56 3.38  0.376
O5 -0.42 -5.24 3.82  -0.691
C10 0.35 -3.06 2.37  -0.224
H25 2.11 -2.72 4.33  -0.086
H26 2.42 -4.08 5.27  0.477
H27 0.83 -3.42 5.53  0.212
H28 0.19 -3.49 1.38  0.285
H29 1.18 -2.39 2.15  -0.259
H30 -0.58 -2.61 2.69  0.478
C11 -4.33 0.09 -1.79  -0.403
S6 -3.84 1.88 -1.54  0.617
O6 -2.52 2.18 -2.27  -0.514
C12 -5.20 2.63 -2.66  -1.185
H31 -4.90 0.01 -2.72  0.606
H32 -4.86 -0.40 -0.97  0.003
H33 -3.48 -0.54 -2.05  0.016
H34 -5.07 3.69 -2.41  0.385
H35 -6.16 2.15 -2.48  0.452
H36 -5.08 2.53 -3.74  0.370
N1 4.75 0.58 -1.40  0.125
C13 5.85 1.08 -0.72  -0.975
C14 5.77 0.90 0.65  -0.943
C15 4.50 0.30 0.81  1.376
C16 3.87 0.19 -0.41  -1.103
H37 4.55 0.65 -2.39  0.329
H38 6.57 1.56 -1.37  0.472
H39 6.41 1.19 1.48  0.487
H40 4.12 0.08 1.79  0.276
H41 2.87 -0.13 -0.64  0.391
N2 -2.89 -0.51 2.84  0.200
C17 -3.25 -1.81 3.11  -0.566
C18 -4.27 -2.15 2.24  -1.030
C19 -4.65 -0.99 1.53  -0.406
C20 -3.69 -0.02 1.84  -0.573
H42 -2.13 -0.10 3.36  0.268
H43 -2.69 -2.33 3.87  0.609
H44 -4.69 -3.14 2.11  0.444
H45 -5.45 -0.88 0.81  0.787
H46 -3.62 0.97 1.42  0.616
N3 0.12 0.84 -0.66  2.783
C21 0.65 -0.10 0.12  -1.675
C22 -0.36 -0.86 0.68  0.879
C23 -1.57 -0.34 0.17  -0.860
C24 -1.22 0.65 -0.73  -1.165
H47 0.66 1.56 -1.11  -0.686
H48 1.72 -0.05 0.20  0.032
H49 -0.30 -1.57 1.49  -0.925
H50 -2.55 -0.73 0.42  0.136
H51 -1.81 1.31 -1.34  -1.773
N4 1.39 -0.84 4.82  0.318
C25 2.66 -0.36 4.99  -1.539
C26 3.13 0.03 3.72  -1.685
C27 2.13 -0.18 2.74  2.645
C28 1.10 -0.76 3.48  -1.318
H52 0.83 -1.24 5.55  0.305
H53 3.11 -0.39 5.97  0.438
H54 4.12 0.42 3.54  0.614
H55 2.09 0.15 1.72  -0.511
H56 0.09 -1.00 3.19  0.146
N5 -1.21 -2.76 -1.05  0.669
C29 -1.73 -1.74 -1.86  -0.096
C30 -2.11 -2.40 -2.99  0.045
C31 -1.80 -3.73 -2.98  -1.568
C32 -1.15 -3.92 -1.78  -0.638
H57 -0.90 -2.63 -0.10  -0.368
H58 -1.74 -0.75 -1.43  -1.851
H59 -2.71 -1.90 -3.74  0.656
H60 -2.12 -4.50 -3.67  0.501
H61 -0.82 -4.78 -1.22  0.545
N6 -1.41 1.62 1.54  1.267
C33 -1.36 2.20 2.78  -0.649
C34 -2.27 3.30 2.79  -1.810
C35 -2.79 3.41 1.49  -0.333
C36 -2.28 2.34 0.76  -0.407
H62 -0.87 0.80 1.29  0.941
H63 -0.72 1.82 3.56  0.562
H64 -2.51 4.02 3.56  0.443
H65 -3.55 4.07 1.11  0.474
H66 -2.51 2.01 -0.24  -0.014